(1)
A 9-piece molecular cluster, C54H42FIN2O21PS overall, computed with ωB97M-V/def2-TZVPD.

```
123
Properties=species:S:1:pos:R:3:forces:R:3:mulliken_charge:R:1
C 0.07530 -2.93071 4.03437 -0.09 0.14 -0.62 -1.45
C 0.14209 -2.39125 2.63114 -0.40 0.66 1.70 0.06
O -0.63771 -1.17205 2.59597 0.11 -0.49 0.00 -0.20
C -0.12315 -0.09449 1.94822 -0.52 0.16 0.67 -1.25
N -0.09779 1.02799 2.91513 0.74 -2.33 -2.28 0.18
C -1.19249 1.63771 3.35072 -3.06 -3.35 -3.01 -0.98
C -0.83534 2.54943 4.14238 -0.13 4.21 3.47 0.25
S -1.96574 3.61162 4.89404 1.83 -1.97 1.37 1.02
O -1.31427 4.67894 5.46324 1.27 2.66 1.14 -0.52
O -2.85696 2.83207 5.59321 -2.28 -1.78 1.61 -0.60
F -2.62430 4.04091 3.66021 -2.01 1.56 -3.36 0.06
N 0.49503 2.54110 4.24760 2.04 1.74 1.87 0.15
P 1.45259 3.75636 5.28232 -1.70 2.26 0.90 0.13
O 2.27881 2.69202 6.12190 0.42 -1.23 -0.05 -0.46
O 2.43760 4.35823 4.21094 0.20 -0.25 -0.48 -0.20
C 0.92542 1.58390 3.49392 2.15 -0.43 -0.10 0.47
I 2.89873 1.18187 3.38790 0.62 -1.23 -0.55 0.31
H -0.33873 -3.90612 4.04863 -0.23 -1.02 0.14 0.38
H -0.55372 -2.30450 4.60348 -0.80 0.70 0.81 0.35
H 1.03305 -2.91922 4.47335 1.12 -0.20 0.72 0.37
H 1.16427 -2.21758 2.39772 0.78 0.42 -0.75 0.31
H -0.29252 -3.07625 1.98253 -0.54 -0.87 -1.44 0.19
H -0.77631 0.21660 1.16691 -0.67 0.42 -0.74 0.34
H 0.83974 -0.23698 1.51986 1.06 -0.12 -0.08 0.67
H -2.17094 1.37867 3.06796 -1.06 -0.47 -0.55 0.68
H 3.06300 3.13216 6.45299 0.55 -0.03 0.45 0.35
H 2.84249 3.73301 3.58918 0.47 0.36 -0.40 0.24
C -0.10895 -3.80497 -2.06973 0.12 -0.10 0.06 -0.24
C -0.19638 -4.43796 -3.23902 0.07 0.11 0.22 -0.35
C 0.40807 -5.78215 -3.43236 -0.10 0.17 0.11 0.28
O 0.33255 -6.35104 -4.49600 -0.04 -0.15 -0.23 -0.47
C 1.10161 -6.39917 -2.27807 0.05 -0.12 -0.05 -0.46
C 1.19175 -5.76892 -1.11425 -0.03 0.07 0.05 -0.41
C 0.60162 -4.42220 -0.91764 0.09 -0.07 0.12 0.34
O 0.71912 -3.86101 0.16029 -0.13 0.04 -0.54 -0.49
H -0.54091 -2.82604 -1.90466 -0.04 -0.02 0.01 0.38
H -0.70306 -4.01561 -4.09718 -0.02 -0.01 0.01 0.46
H 1.52995 -7.37936 -2.44291 0.00 -0.01 -0.04 0.47
H 1.70094 -6.19758 -0.26227 0.00 0.02 0.06 0.47
C -4.17614 6.77123 -0.90325 -0.01 -0.08 0.05 -0.42
C -4.96524 5.88446 -1.50794 0.02 -0.02 0.06 -0.45
C -5.30315 4.58727 -0.86253 0.07 0.21 0.00 0.49
O -6.01120 3.76733 -1.40583 -0.03 -0.09 -0.09 -0.55
C -4.73211 4.32894 0.47970 -0.28 -0.30 -0.21 -0.25
C -3.94886 5.20792 1.07845 0.12 0.20 -0.03 -0.62
C -3.59903 6.50365 0.44488 -0.16 -0.08 -0.16 0.20
O -2.87861 7.30137 0.99894 0.11 0.07 0.05 -0.54
H -3.91485 7.71904 -1.35574 0.01 0.02 0.02 0.42
H -5.39168 6.05879 -2.48730 -0.02 -0.02 0.00 0.42
H -4.98213 3.38496 0.94561 -0.03 0.01 0.04 0.50
H -3.54394 4.99354 2.04674 0.12 0.25 0.17 0.84
C -4.92847 0.72730 -0.22088 0.02 0.17 0.34 -0.45
C -4.92002 -0.15251 -1.21343 0.02 -0.09 -0.06 -0.69
C -4.15456 -1.41965 -1.10986 -0.01 0.08 0.15 0.09
O -4.14083 -2.21951 -2.01154 0.01 -0.14 -0.31 -0.45
C -3.39729 -1.67562 0.14791 0.05 -0.05 -0.11 -0.30
C -3.40587 -0.79360 1.14041 -0.06 0.19 0.18 -0.51
C -4.17123 0.47623 1.03328 -0.13 -0.33 -0.36 0.65
O -4.17421 1.28000 1.94547 0.20 0.23 0.17 -0.60
H -5.47997 1.65724 -0.27893 -0.04 -0.03 -0.06 0.49
H -5.46326 0.00909 -2.13552 0.00 -0.02 -0.01 0.51
H -2.84983 -2.61138 0.19981 -0.07 0.02 -0.05 0.61
H -2.86485 -0.95883 2.06621 -0.08 -0.03 -0.05 0.70
C 7.13191 4.14055 0.60907 -0.21 0.08 0.13 -0.35
C 6.06238 3.54244 1.13354 -0.15 0.07 0.04 -0.33
C 4.77952 4.26870 1.28655 -0.05 0.35 -0.01 0.48
O 3.78066 3.76210 1.78127 0.38 -0.19 -0.06 -0.52
C 4.72269 5.67687 0.83318 -0.11 -0.05 -0.01 -0.39
C 5.78075 6.27669 0.30371 0.09 0.07 -0.06 -0.40
C 7.07117 5.55759 0.15001 -0.11 -0.12 0.08 0.30
O 8.03744 6.10022 -0.32418 0.19 0.09 -0.08 -0.51
H 8.08104 3.63967 0.48911 0.01 -0.02 -0.05 0.49
H 6.08484 2.51420 1.47396 0.00 -0.01 -0.03 0.34
H 3.77359 6.18187 0.96023 -0.02 -0.04 0.03 0.44
H 5.75961 7.30502 -0.03278 0.04 0.01 -0.01 0.43
C 8.83352 -0.43469 -0.35818 -0.01 0.09 0.00 -0.37
C 8.66659 -1.75131 -0.32483 -0.01 -0.05 0.01 -0.40
C 7.38117 -2.37211 -0.73289 0.01 0.17 -0.04 0.34
O 7.22516 -3.56838 -0.69889 -0.09 -0.25 0.02 -0.53
C 6.28841 -1.46513 -1.18369 0.03 -0.07 0.04 -0.43
C 6.45688 -0.14839 -1.21671 0.02 0.08 0.01 -0.25
C 7.74360 0.46846 -0.80571 0.08 -0.29 -0.01 0.37
O 7.90031 1.66816 -0.83038 -0.03 0.24 -0.01 -0.52
H 9.76029 0.04148 -0.06461 -0.01 0.04 -0.02 0.44
H 9.44619 -2.42925 -0.00267 -0.02 -0.04 -0.01 0.41
H 5.36143 -1.93926 -1.47799 0.01 -0.07 -0.01 0.47
H 5.67888 0.53222 -1.54013 0.04 0.03 -0.02 0.46
C -3.62191 -7.32328 -2.95995 -0.02 0.04 -0.02 -0.30
C -4.29618 -8.14368 -3.75892 -0.03 -0.02 -0.04 -0.45
C -5.36643 -7.63539 -4.66048 0.11 0.10 0.11 0.27
O -5.98154 -8.37949 -5.38476 -0.11 -0.10 -0.10 -0.54
C -5.64647 -6.17475 -4.63172 0.03 -0.04 0.01 -0.37
C -4.97066 -5.35542 -3.83171 0.09 0.00 0.08 -0.33
C -3.90428 -5.86546 -2.93149 0.25 0.09 0.24 0.39
O -3.27099 -5.12799 -2.19426 -0.20 -0.28 -0.29 -0.45
H -2.84059 -7.67305 -2.29627 0.00 0.04 0.02 0.44
H -4.10566 -9.20858 -3.79505 -0.03 -0.02 -0.04 0.44
H -6.42621 -5.82487 -5.29581 -0.01 -0.03 -0.02 0.43
H -5.16110 -4.29299 -3.80086 0.03 0.12 0.07 0.50
C -0.51473 -7.70517 -10.21665 0.03 0.03 0.03 -0.38
C -1.41128 -8.64600 -9.93749 -0.01 -0.01 0.05 -0.41
C -1.78547 -8.96345 -8.53290 0.10 0.10 -0.03 0.29
O -2.59969 -9.82034 -8.27649 -0.10 -0.10 0.03 -0.54
C -1.11881 -8.18678 -7.45541 -0.06 -0.04 -0.02 -0.33
C -0.22280 -7.24666 -7.73328 0.07 0.08 -0.04 -0.28
C 0.15114 -6.92909 -9.13671 -0.12 -0.13 0.03 0.33
O 0.96584 -6.07051 -9.38946 0.09 0.11 -0.03 -0.54
H -0.22726 -7.45843 -11.23064 0.02 0.02 0.01 0.41
H -1.90838 -9.22229 -10.70695 -0.02 -0.03 0.02 0.42
H -1.40433 -8.43225 -6.44014 -0.01 -0.02 0.00 0.50
H 0.27127 -6.67440 -6.95923 0.01 0.01 0.00 0.55
C 1.13763 9.03981 6.95426 0.02 -0.08 -0.03 -0.35
C 0.25441 9.95787 7.33172 -0.06 0.01 -0.01 -0.44
C -1.20042 9.78505 7.06656 0.12 -0.08 -0.02 0.31
O -2.00234 10.62162 7.40884 -0.09 0.08 0.03 -0.53
C -1.62513 8.54550 6.36421 0.01 0.02 0.01 -0.42
C -0.74208 7.62657 5.98550 0.10 -0.02 -0.11 -0.08
C 0.70930 7.80256 6.25286 -0.11 0.11 0.06 0.34
O 1.51882 6.96344 5.91251 0.08 -0.08 -0.03 -0.41
H 2.19952 9.14536 7.13692 0.01 -0.03 -0.01 0.43
H 0.54280 10.86638 7.84432 -0.04 0.02 0.00 0.40
H -2.68710 8.44052 6.18204 -0.01 0.04 0.01 0.43
H -1.02401 6.71324 5.47327 0.09 0.33 0.12 0.42
```
Positions in Å, forces in eV/Å.

Calculated values
- total charge = +1

=====

(2)
An isolated ion of composition C10H11BrN3S and charge +1, computed with ωB97M-V/def2-TZVPD.

```
26
Properties=species:S:1:pos:R:3:forces:R:3:nbo_charge:R:1
C -0.19018 2.83618 0.84696 0.80 0.93 -1.53 -0.23
C 0.10462 1.55437 1.09409 -0.71 -0.92 1.58 -0.17
C 0.35221 3.39992 -0.29872 -1.12 1.13 0.48 0.09
C 1.45456 1.49439 -0.85245 -0.46 -1.65 -0.70 0.08
C 0.92874 0.81559 0.27391 1.13 0.50 -1.43 -0.18
C -1.18891 -2.08488 0.16492 0.73 -3.89 -0.43 0.08
C 1.92291 -1.50234 0.27459 3.56 -1.41 -0.32 -0.39
C 3.33078 -1.23798 0.31702 -3.14 -1.32 0.00 -0.05
C 0.86780 -0.65166 0.25988 -2.49 2.51 0.39 0.41
C -2.59628 -1.77116 -0.07181 -2.63 3.76 0.74 -0.30
N 1.09725 2.73694 -1.13088 1.46 -0.16 -0.99 -0.39
N -0.46485 -0.96755 0.24890 2.30 2.49 0.74 -0.56
N -2.54920 -0.63136 -1.03583 -0.62 0.24 0.01 -0.90
S -0.61533 -3.63665 0.05397 -0.34 1.15 0.33 0.07
Br 4.39091 -2.75150 0.66437 -0.30 1.30 -0.40 0.26
H -0.90584 3.35488 1.39882 -0.80 0.85 1.05 0.24
H -0.43266 1.17274 1.94875 0.26 -0.82 0.17 0.23
H 0.04128 4.41252 -0.56271 0.33 -0.17 -0.15 0.21
H 1.93919 0.89349 -1.69469 -0.34 1.00 1.33 0.21
H 1.56772 -2.51439 0.23254 0.56 -0.66 0.33 0.28
H 3.76774 -0.25180 0.13064 0.10 -0.43 0.38 0.25
H -3.10861 -1.24429 0.83468 0.96 -1.49 -0.98 0.23
H -3.21689 -2.59067 -0.40555 0.18 -0.31 0.10 0.25
H -2.33232 -0.99604 -1.96710 -0.62 1.06 0.25 0.40
H -1.04953 -0.08801 0.16201 0.59 -1.56 -0.22 0.47
H -3.11512 0.24929 -0.88632 0.61 -2.15 -0.73 0.42
```
Positions in Å, forces in eV/Å.

Calculated values
- ΔE to the lowest compared entry with this formula, charge and spin (eV) = 0.000
- SMILES = NCC(=S)/[NH+]=C(\C=C\Br)c1cccnc1
- total charge = +1

=====

(3)
The molecule C3H4O3S, computed with ωB97M-V/def2-TZVPD.

```
11
Properties=species:S:1:pos:R:3:forces:R:3:nbo_charge:R:1
C -1.57697 0.37587 0.17143 1.16 0.02 -0.79 0.28
C -0.27704 -0.45707 0.18360 1.15 -2.01 -2.13 -0.64
C 1.15625 0.12220 -0.07087 -2.45 0.80 0.62 0.84
H -0.29725 1.79492 -0.26254 -1.23 -0.59 1.66 0.52
H -0.08993 -1.16204 0.95556 -0.66 -0.51 1.21 0.26
H -0.44298 -1.11997 -0.68197 0.14 -0.15 0.16 0.26
H 2.37242 -1.60537 -0.17196 -1.28 1.18 0.23 0.53
O -1.23301 1.64664 0.18816 -0.55 0.93 -1.01 -0.67
O 2.26039 -0.64329 0.02833 0.39 0.39 -0.32 -0.70
O 1.20618 1.33171 -0.21410 1.74 -0.86 -0.49 -0.59
S -3.07806 -0.28360 -0.12564 1.59 0.80 0.85 -0.09
```
Positions in Å, forces in eV/Å.

Calculated values
- ΔE to the lowest compared entry with this formula, charge and spin (eV) = 1.997
- SMILES = O=C(O)CC(O)=S

=====

(4)
H18InO9 as an isolated structure, computed with ωB97M-V/def2-TZVPD.

```
28
Properties=species:S:1:pos:R:3:forces:R:3:nbo_charge:R:1
In -0.07183 0.12441 0.04925 0.48 0.29 -0.08 2.00
O -0.26297 -1.98031 -0.09455 -0.29 -2.48 0.92 -0.96
H 0.19646 -2.50684 -0.74376 0.64 -0.10 -1.01 0.54
H -0.34446 -2.66746 0.60744 -0.12 0.86 -0.07 0.55
O -1.36892 1.87303 -0.14812 0.34 0.64 1.35 -0.96
H -1.28160 2.53250 0.58117 -0.52 -0.27 -0.86 0.54
H -1.75945 2.29331 -0.91886 -0.40 0.20 -0.20 0.55
O 1.10005 1.42115 1.24024 2.43 0.74 0.71 -0.96
H 2.00650 1.03624 1.43031 -1.32 0.13 0.31 0.56
H 1.36259 2.34343 0.98903 -0.70 -0.72 0.13 0.55
O 1.97039 -0.45756 -0.80886 -0.73 0.17 0.28 -0.96
H 2.67304 -0.86788 -0.30963 0.74 -0.30 -0.08 0.54
H 2.24176 -0.21099 -1.69890 0.49 -0.18 -0.06 0.54
O 1.39336 -1.39922 1.95366 -0.76 0.99 -0.24 -0.95
H 0.81953 -1.60723 2.68927 -0.29 0.43 0.78 0.50
H 1.91814 -2.17778 1.94526 1.42 -1.19 -0.23 0.51
O -0.48229 -0.18712 -1.93304 -0.12 -0.21 -2.79 -0.99
H -0.90655 -1.03006 -2.21526 0.21 0.85 -0.01 0.56
H -0.07109 0.27394 -2.70860 -0.47 -0.47 0.68 0.57
O 1.06660 2.00771 -1.40455 0.25 -0.47 0.11 -0.96
H 0.58879 2.83620 -1.44499 0.11 0.58 -0.36 0.52
H 2.01338 2.21394 -1.35712 -0.18 0.24 -0.33 0.52
O -2.56743 -0.80178 -0.41038 -0.75 -0.16 -1.49 -0.95
H -3.02497 -0.58920 -1.26191 0.12 0.09 1.05 0.51
H -2.79069 -1.74297 -0.31687 -0.09 0.20 0.20 0.51
O -1.20169 -0.20118 1.78960 -0.08 -0.12 1.10 -0.95
H -1.60476 0.45654 2.34865 -0.18 1.17 0.38 0.55
H -1.61188 -0.98481 2.15153 -0.24 -0.94 -0.21 0.54
```
Positions in Å, forces in eV/Å.

Calculated values
- ΔE to the lowest compared entry with this formula, charge and spin (eV) = 1.140
- total charge = +3

=====

One value per record, in order, for energy: -4909.06085 -3523.77340 -740.58622 -877.03707 Ha.
One value per record, in order, for orbital gap: 7.45 6.41 8.85 11.62 eV.
One value per record, in order, for LUMO: -3.7 -6.1 -0.1 -10.9 eV.